# 1
Here is O2 in the gas phase from OMol25. Energies are from ωB97M-V/def2-TZVPD.

Geometry as ORCA input:
```
! RIJCOSX wB97M-V def2-TZVPD def2/J DEFGRID3
* xyz 0 1
O 0.000 0.000 0.599
O 0.000 0.000 -0.599
*
```

Summary:
E_LUMO, Ha: -0.0760
Relative energy (zero: lowest compared OMol25 entry of this formula, charge and spin), eV: 0.000
E_HOMO, eV: -9.945
Kohn-Sham gap, eV: 7.88
Structure (SMILES): O=O

Atom-resolved charges from Löwdin, all expressed in e: 0.00 0.00

# 2
Here is C31H57N6RhS2Si4 as an isolated structure from OMol25. Energies are from ωB97M-V/def2-TZVPD.

Geometry as ORCA input:
```
! RIJCOSX wB97M-V def2-TZVPD def2/J DEFGRID3
* xyz 0 5
Rh 0.002 0.610 0.300
C -0.561 4.548 0.277
N -0.256 3.502 1.253
C 1.143 3.642 1.675
C 1.643 2.476 2.495
N 1.887 1.227 1.737
C 1.996 0.134 2.719
C 3.064 1.370 0.896
C 4.335 1.317 1.465
C 5.470 1.465 0.688
C 5.335 1.688 -0.677
C 4.076 1.766 -1.245
C 2.922 1.612 -0.471
S 1.343 1.764 -1.258
C -1.169 3.490 2.359
C -1.464 4.670 3.036
C -2.356 4.688 4.096
C -2.967 3.509 4.505
C -2.673 2.325 3.854
C -1.771 2.293 2.782
S -1.432 0.706 2.093
H -0.317 5.553 0.644
H -1.620 4.529 0.025
H 0.031 4.361 -0.619
H 1.275 4.559 2.267
H 1.747 3.751 0.772
H 0.925 2.241 3.283
H 2.577 2.770 2.987
H 2.721 0.356 3.511
H 2.280 -0.777 2.211
H 1.022 -0.014 3.178
H 4.435 1.142 2.530
H 6.450 1.403 1.143
H 6.212 1.798 -1.304
H 3.964 1.940 -2.309
H -0.991 5.591 2.719
H -2.575 5.620 4.601
H -3.668 3.511 5.330
H -3.136 1.398 4.169
C 0.598 -1.387 -3.661
Si 0.058 -2.678 -2.396
C 0.947 -4.256 -2.886
C -1.723 -3.175 -2.757
Si 0.535 -1.807 -0.227
Si -0.721 -3.160 1.197
C -0.602 -4.991 0.829
C -2.553 -2.715 1.060
C -0.267 -2.943 3.004
Si 2.746 -2.695 -0.095
C 2.834 -4.573 -0.114
C 3.728 -2.051 -1.570
C 3.860 -2.338 1.380
H 0.346 -1.721 -4.673
H 1.678 -1.223 -3.613
H 0.140 -0.408 -3.500
H 0.623 -4.469 -3.911
H 0.658 -5.107 -2.266
H 2.035 -4.185 -2.882
H -1.720 -3.630 -3.754
H -2.473 -2.386 -2.767
H -2.061 -3.945 -2.055
H -0.701 -5.221 -0.236
H -1.428 -5.479 1.360
H 0.334 -5.430 1.179
H -2.932 -2.923 0.055
H -2.708 -1.650 1.265
H -3.163 -3.281 1.773
H 0.779 -3.199 3.205
H -0.897 -3.608 3.605
H -0.440 -1.919 3.346
H 2.082 -5.089 -0.702
H 2.787 -4.966 0.905
H 3.821 -4.824 -0.519
H 3.375 -2.483 -2.510
H 4.792 -2.297 -1.475
H 3.636 -0.963 -1.644
H 3.407 -2.554 2.351
H 4.237 -1.314 1.387
H 4.718 -3.011 1.266
C -3.174 1.734 -0.509
N -4.334 1.863 -1.383
C -4.690 0.524 -1.870
N -3.584 -0.101 -2.599
C -2.431 -0.181 -1.707
N -2.007 1.141 -1.207
C -1.698 1.986 -2.385
N -2.837 2.107 -3.289
C -3.957 2.684 -2.539
C -3.226 0.762 -3.729
H -3.429 1.097 0.336
H -2.892 2.716 -0.129
H -5.554 0.605 -2.530
H -4.955 -0.106 -1.019
H -1.593 -0.615 -2.240
H -2.668 -0.816 -0.853
H -0.857 1.541 -2.919
H -1.407 2.975 -2.039
H -4.818 2.773 -3.202
H -3.677 3.680 -2.191
H -2.394 0.308 -4.272
H -4.082 0.844 -4.400
*
```

Summary:
E_LUMO (spin up / spin down), Ha: 0.0199 / -0.0741
Relative energy (zero: lowest compared OMol25 entry of this formula, charge and spin), eV: 0.000
E_HOMO (spin up / spin down), eV: -6.394 / -7.778
Kohn-Sham gap (spin up / spin down), eV: 6.94 / 5.76

Results of the Löwdin charge analysis, in e, for atoms 1 through 2: 0.48 -0.09

# 3
Here is C4H5NO2 in the gas phase at a distorted geometry from OMol25. Energies are from ωB97M-V/def2-TZVPD.

Geometry as ORCA input:
```
! RIJCOSX wB97M-V def2-TZVPD def2/J DEFGRID3
* xyz 0 1
N 0.266 -0.048 -2.908
C -0.132 -0.116 -1.759
C -0.756 -0.409 -0.657
C 0.006 -0.941 0.522
O -0.370 -0.211 1.758
C 0.128 0.930 1.950
O -0.139 1.677 2.834
H 0.639 0.655 -3.519
H -1.669 -0.016 -0.518
H -0.162 -2.019 0.723
H 1.130 -0.738 0.323
H 1.059 1.237 1.252
*
```

Summary:
E_LUMO, Ha: 0.0229
Relative energy (zero: lowest compared OMol25 entry of this formula, charge and spin), eV: 2.723
E_HOMO, eV: -9.241
Kohn-Sham gap, eV: 9.86
Structure (SMILES): N=C=CCOC=O

Results of the Löwdin charge analysis, in e, for atoms 1 through 2: 0.19 -0.17

# 4
Here is a 6-piece molecular cluster, C31H70BrN5O8 overall from OMol25. Energies are from ωB97M-V/def2-TZVPD.

Geometry as ORCA input:
```
! RIJCOSX wB97M-V def2-TZVPD def2/J DEFGRID3
* xyz 0 1
C -4.478 -1.088 2.854
C -3.375 -0.817 1.838
C -3.037 0.674 1.649
Br -4.595 1.848 1.638
C -2.193 0.882 0.434
C -0.856 0.802 0.384
C 0.059 0.510 1.533
C 1.550 0.376 1.209
C 2.334 0.420 2.522
C 1.784 -0.963 0.478
C -0.451 1.088 -1.019
O 0.611 1.030 -1.550
O -1.588 1.428 -1.734
C -2.687 1.161 -0.946
O -3.779 1.071 -1.394
H -4.366 -0.416 3.703
H -4.391 -2.102 3.237
H -5.467 -0.932 2.434
H -2.457 -1.267 2.216
H -3.612 -1.224 0.858
H -2.455 1.042 2.492
H -0.114 1.236 2.332
H -0.251 -0.458 1.938
H 1.891 1.180 0.561
H 2.195 1.361 3.051
H 3.392 0.236 2.346
H 1.978 -0.393 3.159
H 0.849 -1.381 0.116
H 2.482 -0.843 -0.347
H 2.221 -1.687 1.166
C -0.863 7.282 0.788
O -1.945 6.373 0.836
C -1.666 5.068 0.374
C -1.021 4.145 1.416
C 0.457 4.425 1.671
N -1.743 4.150 2.692
H -0.225 7.096 -0.081
H -0.255 7.240 1.696
H -1.281 8.284 0.706
H -2.636 4.643 0.100
H -1.059 5.112 -0.540
H -1.095 3.132 1.008
H 0.599 5.306 2.296
H 0.912 3.584 2.195
H 1.000 4.576 0.736
H -2.696 3.840 2.524
H -1.834 5.116 2.995
C -4.463 0.158 6.638
O -4.091 -1.166 6.303
C -3.987 -2.064 7.391
C -5.318 -2.678 7.845
C -6.201 -1.727 8.645
N -6.094 -3.224 6.728
H -4.049 0.456 7.606
H -5.548 0.283 6.655
H -4.059 0.818 5.869
H -3.343 -2.873 7.037
H -3.470 -1.581 8.231
H -5.059 -3.515 8.501
H -6.698 -1.000 8.003
H -6.981 -2.286 9.160
H -5.622 -1.183 9.394
H -5.560 -3.953 6.266
H -6.196 -2.493 6.029
C -1.741 -2.417 -1.338
O -1.056 -2.927 -0.206
C -1.682 -4.019 0.440
C -1.416 -5.385 -0.205
C -2.201 -5.627 -1.490
N 0.007 -5.619 -0.462
H -2.826 -2.481 -1.212
H -1.451 -2.933 -2.255
H -1.462 -1.368 -1.445
H -1.264 -4.033 1.451
H -2.760 -3.832 0.536
H -1.742 -6.133 0.524
H -1.768 -5.090 -2.334
H -2.184 -6.686 -1.742
H -3.243 -5.319 -1.384
H 0.523 -5.586 0.412
H 0.364 -4.837 -1.004
C 2.812 3.386 -6.998
O 3.232 2.036 -6.940
C 3.152 1.429 -5.667
C 1.767 0.885 -5.293
C 0.769 1.960 -4.882
N 1.182 0.062 -6.355
H 3.067 3.921 -6.079
H 1.738 3.469 -7.177
H 3.335 3.854 -7.832
H 3.846 0.584 -5.708
H 3.523 2.117 -4.894
H 1.919 0.238 -4.423
H 0.368 2.501 -5.740
H -0.075 1.504 -4.367
H 1.224 2.681 -4.201
H 1.787 -0.731 -6.544
H 1.192 0.605 -7.214
C 5.614 -1.008 -2.937
O 6.191 -2.170 -3.498
C 6.582 -2.057 -4.852
C 7.953 -1.406 -5.076
C 7.956 0.109 -4.895
N 8.999 -1.991 -4.232
H 5.030 -0.453 -3.678
H 6.371 -0.347 -2.507
H 4.947 -1.324 -2.135
H 6.626 -3.083 -5.226
H 5.805 -1.534 -5.427
H 8.222 -1.611 -6.116
H 7.939 0.389 -3.842
H 8.862 0.534 -5.325
H 7.097 0.570 -5.387
H 9.089 -2.981 -4.441
H 8.678 -1.958 -3.268
*
```

Summary:
E_LUMO, Ha: -0.0341
E_HOMO, eV: -9.096
Kohn-Sham gap, eV: 8.17
Structure (SMILES): CC[C@H](Br)C1=C(CC(C)C)C(=O)OC1=O.COC[C@@H](C)N.COC[C@@H](C)N.COC[C@@H](C)N.COC[C@@H](C)N.COC[C@@H](C)N

Results of the Löwdin charge analysis, in e, for atoms 1 through 2: -0.12 -0.25

# 5
Here is a 2-piece molecular cluster, C2H5FS overall at a distorted geometry from OMol25. Energies are from ωB97M-V/def2-TZVPD.

Geometry as ORCA input:
```
! RIJCOSX wB97M-V def2-TZVPD def2/J DEFGRID3
* xyz 0 1
C 1.007 0.560 -0.642
C -0.213 -0.189 -0.122
F -0.509 -1.309 -0.804
S -1.663 0.737 0.428
H 1.629 -0.242 -1.078
H 1.418 1.123 0.246
H 0.706 1.196 -1.485
H -0.162 -1.758 2.343
H -2.214 -0.118 1.113
*
```

Summary:
E_LUMO (spin up / spin down), Ha: -0.0080 / 0.0089
Relative energy (zero: lowest compared OMol25 entry of this formula, charge and spin), eV: 4.426
E_HOMO (spin up / spin down), eV: -7.973 / -10.010
Kohn-Sham gap (spin up / spin down), eV: 7.76 / 10.25

Results of the Löwdin charge analysis, in e, for atoms 1 through 2: -0.11 -0.70

# 6
Here is C27H32Cl2FeN3O4S3 as an isolated structure from OMol25. Energies are from ωB97M-V/def2-TZVPD.

Geometry as ORCA input:
```
! RIJCOSX wB97M-V def2-TZVPD def2/J DEFGRID3
* xyz 0 2
Fe 1.211 -0.325 -0.116
C 0.395 0.971 -2.688
N 0.718 -0.385 -2.171
C 1.927 -0.930 -2.830
C 3.157 -0.195 -2.353
N 3.307 -0.216 -0.875
C 4.023 1.015 -0.479
C 4.034 -1.417 -0.455
C 5.424 -1.455 -0.462
C 6.103 -2.595 -0.063
C 5.385 -3.711 0.343
C 4.003 -3.679 0.349
C 3.307 -2.535 -0.053
S 1.556 -2.529 0.012
C -0.436 -1.247 -2.457
C -0.713 -1.685 -3.743
C -1.847 -2.444 -3.986
C -2.705 -2.755 -2.939
C -2.431 -2.310 -1.659
C -1.294 -1.544 -1.410
S -0.944 -0.894 0.172
H -0.592 1.255 -2.329
H 0.389 0.954 -3.781
H 1.114 1.698 -2.323
H 1.854 -0.822 -3.917
H 1.986 -1.991 -2.591
H 3.117 0.849 -2.664
H 4.043 -0.641 -2.814
H 4.960 1.129 -1.030
H 4.235 0.978 0.587
H 3.388 1.869 -0.677
H 5.994 -0.591 -0.777
H 7.185 -2.606 -0.067
H 5.902 -4.605 0.668
H 3.436 -4.537 0.687
H -0.057 -1.435 -4.567
H -2.059 -2.788 -4.989
H -3.592 -3.347 -3.122
H -3.096 -2.547 -0.838
Cl 4.989 -0.377 4.758
C 4.689 -0.475 3.018
Cl 2.966 -0.606 2.636
H 5.189 -1.357 2.631
H 5.077 0.429 2.563
C -6.936 0.126 3.991
C -6.047 0.730 2.940
C -4.736 0.290 2.781
C -3.901 0.856 1.831
C -4.381 1.880 1.030
C -5.682 2.337 1.171
C -6.508 1.758 2.120
S -3.378 2.592 -0.247
O -3.515 1.787 -1.427
O -3.677 3.995 -0.284
N -1.829 2.423 0.227
C -1.335 3.147 1.395
C 0.201 3.215 1.348
C 0.735 1.866 0.943
O 0.480 0.846 1.629
O 1.350 1.716 -0.153
H -6.740 -0.940 4.107
H -7.988 0.257 3.740
H -6.764 0.601 4.959
H -4.359 -0.511 3.407
H -2.888 0.489 1.716
H -6.037 3.146 0.546
H -7.526 2.111 2.228
H -1.540 1.443 0.164
H -1.668 2.686 2.329
H -1.744 4.155 1.341
H 0.591 3.464 2.335
H 0.527 3.966 0.632
*
```

Summary:
E_LUMO (spin up / spin down), Ha: -0.0195 / 0.0063
Relative energy (zero: lowest compared OMol25 entry of this formula, charge and spin), eV: 0.000
E_HOMO (spin up / spin down), eV: -7.622 / -7.618
Kohn-Sham gap (spin up / spin down), eV: 7.09 / 7.79

Results of the Löwdin charge analysis, in e, for atoms 1 through 2: 0.29 -0.02

# 7
Here is a 2-piece molecular cluster, C7H12O overall at a distorted geometry from OMol25. Energies are from ωB97M-V/def2-TZVPD.

Geometry as ORCA input:
```
! RIJCOSX wB97M-V def2-TZVPD def2/J DEFGRID3
* xyz 0 1
C -1.444 1.542 0.285
C -1.707 0.491 -0.748
C -1.555 -0.812 -0.562
C -1.117 -1.446 0.720
H -0.377 1.665 0.437
H -1.861 2.496 -0.030
H -1.907 1.253 1.252
H -2.038 0.852 -1.713
H -1.777 -1.493 -1.371
H -0.761 -2.447 0.549
H -1.964 -1.489 1.446
H -0.326 -0.847 1.178
C 2.687 -0.373 1.043
C 2.066 0.121 -0.174
C 1.567 0.548 -1.176
O 1.009 1.059 -2.246
H 2.956 0.452 1.673
H 3.588 -0.924 0.793
H 2.012 -1.041 1.589
H 0.950 0.391 -2.946
*
```

Summary:
E_LUMO, Ha: 0.0247
Relative energy (zero: lowest compared OMol25 entry of this formula, charge and spin), eV: 2.757
E_HOMO, eV: -8.928
Kohn-Sham gap, eV: 9.60
Structure (SMILES): C/C=C\C.CC#CO

Results of the Löwdin charge analysis, in e, for atoms 1 through 2: -0.10 -0.20

# 8
Here is CH3F2N2P in the gas phase at a distorted geometry from OMol25. Energies are from ωB97M-V/def2-TZVPD.

Geometry as ORCA input:
```
! RIJCOSX wB97M-V def2-TZVPD def2/J DEFGRID3
* xyz 0 1
H 0.835 0.780 2.786
N 0.660 0.597 1.740
C -0.417 0.361 1.145
P -0.276 -0.203 -0.715
N 1.074 -0.428 -2.430
F -0.420 -1.721 -0.293
F -1.875 -0.027 -1.133
H -1.509 0.427 1.343
H 1.929 0.214 -2.442
*
```

Summary:
E_LUMO (spin up / spin down), Ha: -0.0366 / -0.0347
Relative energy (zero: lowest compared OMol25 entry of this formula, charge and spin), eV: 4.343
E_HOMO (spin up / spin down), eV: -8.985 / -8.897
Kohn-Sham gap (spin up / spin down), eV: 7.99 / 7.95
Structure (SMILES): [H]/N=C/P(=N)(F)F

Results of the Löwdin charge analysis, in e, for atoms 1 through 2: 0.11 0.04

Number 1: calculated total energy -150.29661 a.u., molecular weight 31.998 g/mol. Number 2: calculated total energy -3608.89509 a.u., molecular weight 793.223 g/mol. Number 3: calculated total energy -360.56936 a.u., molecular weight 99.089 g/mol. Number 4: calculated total energy -4672.79595 a.u., molecular weight 720.832 g/mol. Number 5: calculated total energy -577.07206 a.u., molecular weight 80.127 g/mol. Number 6: calculated total energy -4891.98717 a.u., molecular weight 685.522 g/mol. Number 7: calculated total energy -349.04731 a.u., molecular weight 112.172 g/mol. Number 8: calculated total energy -690.37767 a.u., molecular weight 112.019 g/mol.